Molecular formula: C24H64N5O9Pb
Method: DFT, ωB97M-V/def2-TZVPD

XYZ file:
```
103
Properties=species:S:1:pos:R:3:forces:R:3:mulliken_charge:R:1
C -17.725689 -6.304009 -6.798114 -1.1 0.0 -0.1 -0.35
C -23.488403 -7.373786 -14.396165 -1.9 1.2 0.8 -0.16
C -23.325065 -2.376458 -9.878722 -0.3 -0.3 -1.1 -0.77
H -23.907398 -2.570923 -10.779375 -0.2 -0.1 -0.3 0.30
H -20.070962 -4.236017 -12.769323 -0.2 -0.3 0.0 0.10
H -22.438717 -4.375734 -11.404758 -0.3 0.2 -0.4 -0.15
H -18.393992 -7.555152 -9.177075 -0.3 0.4 -0.3 -0.08
H -17.341999 -5.797545 -7.683763 -0.1 0.2 -0.3 0.07
C -12.898358 -4.685751 -10.233539 -0.6 -1.0 -0.1 -1.07
C -18.895708 -6.341303 -14.902472 -0.7 -1.2 -0.2 -0.48
H -10.177764 -8.780186 -12.390351 -0.4 -0.4 0.0 0.29
N -15.099549 -5.900274 -10.021756 0.2 -0.4 0.7 -0.47
H -18.340059 -8.819243 -5.792429 0.3 -0.1 -0.2 0.38
H -14.415744 -5.092240 -11.738033 0.3 0.2 -0.3 -0.07
H -19.998088 -8.590398 -12.056119 0.3 0.3 -0.5 -0.32
H -16.706237 -3.839637 -5.813188 -0.1 0.1 -0.3 0.27
H -16.558238 -7.960658 -14.005530 -0.2 -0.4 0.0 -0.24
O -17.788452 -10.976257 -12.761382 1.0 0.0 -0.4 -0.21
C -17.121283 -4.628991 -5.186473 -0.6 0.2 0.0 -0.74
H -10.579156 -7.252961 -13.027022 -0.3 0.3 -0.1 0.27
H -15.953788 -6.116972 -10.515136 -0.5 0.0 -0.3 -0.41
C -21.517485 -10.459650 -12.421920 -0.4 -1.5 -0.1 -1.51
H -23.539983 -7.909332 -13.448190 1.4 -0.1 0.1 0.18
C -20.472942 -4.675178 -10.578629 0.1 1.0 -1.2 0.51
O -20.326477 -6.255821 -15.176805 2.5 1.1 -0.8 -0.39
H -19.503917 -7.684778 -5.227428 -0.5 -0.3 0.2 0.40
C -10.880593 -8.299531 -13.070868 -0.3 0.4 1.2 -0.81
H -12.466690 -5.686598 -10.224737 -0.1 -0.5 -0.4 0.43
C -20.051509 -10.620681 -12.046346 -0.8 1.0 0.5 0.12
H -25.267466 -6.257995 -13.678245 0.0 0.1 -0.2 0.39
O -20.895732 -7.301279 -13.230169 0.0 0.5 -2.4 -0.70
H -13.130790 -6.665821 -13.130640 0.0 0.2 0.3 0.31
H -19.908413 -11.354083 -11.252771 -0.2 -0.4 -0.2 0.47
O -17.658962 -7.054424 -10.753417 1.1 -1.4 -1.2 0.36
H -24.395843 -5.593003 -15.140876 -0.5 0.1 0.1 0.33
H -15.121601 -7.457366 -11.387728 0.4 0.3 0.5 0.14
N -19.735814 -9.329653 -11.419876 2.3 0.2 -0.2 0.19
H -16.970032 -10.077450 -14.463762 -0.5 0.2 -0.1 0.29
Pb -17.075361 -9.390390 -10.659098 -1.4 1.7 -0.5 1.11
C -15.219458 -3.506921 -10.507628 0.5 -0.3 0.0 -1.41
H -19.878690 -2.904375 -11.649966 0.4 0.2 -0.2 0.55
H -21.927397 -11.458885 -12.568889 -0.4 0.1 -0.5 0.48
H -19.787029 -6.671701 -7.402321 0.1 0.0 -0.3 0.34
H -17.741107 -8.627217 -8.197166 0.4 -0.2 0.7 0.29
O -12.246961 -8.470708 -12.547255 0.9 0.5 -1.5 -0.34
C -13.159561 -7.727491 -13.375872 -0.2 -0.8 0.5 -0.96
H -16.171257 -3.572670 -11.034752 0.0 0.1 -0.2 0.21
H -10.705645 -8.640371 -14.091319 -0.5 -0.3 0.0 0.35
H -19.928395 -4.323723 -9.702242 -0.2 -0.1 0.3 0.48
H -18.692056 -6.172734 -13.845014 0.0 0.5 -0.2 0.03
H -22.092623 -10.024077 -11.604867 0.2 -0.1 0.2 0.47
H -12.793574 -4.413161 -9.183388 -0.3 0.6 0.3 0.48
H -19.960138 -9.014610 -6.407351 -0.2 0.4 0.0 0.40
C -18.896197 -7.266391 -7.200132 0.4 -0.8 0.2 0.33
H -15.371935 -7.360223 -15.085083 0.4 0.3 0.2 0.52
O -22.264318 -6.939617 -14.983079 -1.0 -0.7 -0.6 -0.39
C -21.972994 -4.210117 -10.433277 1.8 0.0 -1.1 -0.34
H -16.899987 -6.918010 -6.438511 0.2 0.0 0.5 0.42
H -23.948675 -8.057873 -15.109106 0.0 0.4 -0.2 0.39
H -10.436378 -4.920689 -11.458448 0.1 -0.5 0.1 0.10
H -18.643082 -7.376393 -15.132410 0.2 -0.1 0.1 0.30
C -19.707621 -3.973485 -11.775774 -1.2 0.3 1.1 -1.01
C -19.133088 -10.948186 -13.239408 -0.8 1.1 1.3 -0.64
N -18.602412 -8.129968 -8.373190 0.1 0.7 -0.2 -0.37
H -22.515198 -4.895507 -9.781854 0.1 0.4 0.8 0.47
H -15.904847 -6.511247 -13.554134 0.8 0.4 -0.1 0.24
H -15.496880 -5.543552 -9.164454 0.2 -0.1 0.6 0.41
H -19.321684 -6.308328 -10.629531 0.0 0.0 0.6 -0.15
H -18.343413 -5.746085 -15.629664 -0.4 0.4 0.4 0.39
H -20.529094 -6.460535 -11.601843 -0.6 0.4 -0.1 0.07
H -15.827619 -11.045859 -13.721104 -0.2 -0.6 1.1 0.30
O -18.191667 -5.328404 -5.842076 1.2 -1.0 -0.2 -0.38
N -14.963337 -8.378549 -11.770464 -0.8 -0.2 -0.6 -0.25
C -19.226169 -8.267287 -6.105866 0.4 0.7 0.9 -1.67
H -17.549016 -4.164941 -4.297765 0.0 0.0 -0.1 0.28
H -18.644892 -4.205838 -11.707043 0.1 0.1 0.0 -0.06
H -17.195965 -11.805039 -14.568791 0.1 -0.2 0.1 0.41
H -21.682765 -9.797149 -13.271564 0.2 -0.2 -0.2 0.28
H -23.722765 -5.361207 -13.558577 0.0 -0.2 0.3 0.12
H -17.913067 -6.790090 -11.658995 0.2 -0.3 0.5 -0.39
H -23.830514 -2.948841 -9.100898 0.3 0.2 0.4 0.31
H -14.609395 -9.343844 -13.475850 0.2 0.2 -0.7 0.27
H -20.335376 -9.110985 -10.637064 0.1 -0.4 0.6 0.21
H -19.236586 -10.126864 -13.948495 0.0 0.1 -0.3 0.21
H -16.284484 -5.246352 -4.859766 -0.1 -0.5 -0.1 0.33
H -14.175853 -8.809217 -11.307337 0.3 0.1 0.4 0.38
H -10.159063 -3.236976 -11.464403 -0.7 0.5 0.0 0.28
C -14.596845 -8.291469 -13.192214 0.6 0.6 -0.5 0.36
O -12.130622 -3.849673 -11.067914 -0.8 0.8 -0.3 -0.36
C -24.309749 -6.056851 -14.158269 0.8 -0.9 -0.9 -1.01
O -21.991218 -2.809306 -10.124422 -0.4 -0.9 0.6 -0.36
C -21.126390 -6.872562 -14.382023 -0.4 -1.1 3.2 0.70
C -14.417248 -4.813210 -10.684355 1.0 1.3 -0.2 1.20
H -14.666700 -2.622338 -10.823990 -0.1 0.0 -0.1 0.44
C -15.597318 -7.446403 -14.022130 -0.9 -1.2 0.8 -0.89
H -23.410624 -1.298251 -9.743655 0.6 -0.1 0.4 0.27
H -10.400606 -4.045470 -9.919451 -0.1 0.0 0.2 0.33
N -20.311003 -6.111249 -10.679598 -0.4 -0.4 0.5 -0.25
C -10.741540 -4.003943 -10.953927 0.5 -0.7 0.0 -0.60
H -15.467431 -3.407659 -9.450860 0.1 0.2 0.2 0.35
H -19.438833 -11.875442 -13.723982 0.2 -0.2 0.1 0.38
H -12.861390 -7.805977 -14.421354 -0.1 -0.2 -0.2 0.51
C -16.903355 -11.002722 -13.891470 -0.1 0.3 -1.0 -0.82
```
Forces are in eV/Å.

Gap between HOMO and LUMO = 7.50 eV
LUMO = -3.2 eV
Charge = +1
HOMO level = -10.70 eV


Molecular formula: C3H3N3O
Method: DFT, ωB97M-V/def2-TZVPD

XYZ file:
```
10
Properties=species:S:1:pos:R:3:forces:R:3:mulliken_charge:R:1
O -0.868738 -1.211931 -0.970822 0.6 -1.5 -1.6 -0.44
C 1.040140 0.739452 -0.243945 -1.1 4.1 -1.1 0.34
H -0.234034 2.045525 0.175564 2.0 0.2 -1.3 0.29
H 1.822439 -2.283847 0.593530 -0.6 1.0 -0.3 0.26
C -1.414973 -0.480749 -0.272767 -0.7 0.2 0.0 0.53
N -1.928720 0.210570 0.520330 -2.1 2.8 2.4 -0.39
N 0.683248 1.946518 -0.435479 -1.7 -1.9 1.9 -0.60
N 2.069205 -1.492926 -0.026266 0.2 0.0 -0.4 -0.56
H -2.579739 0.975594 0.822256 1.4 -1.8 -1.0 0.31
C 1.411171 -0.448202 -0.162397 2.0 -3.2 1.4 0.25
```
Forces are in eV/Å.

ΔE to the lowest compared entry with this formula, charge and spin = 371.4 kJ/mol
Gap between HOMO and LUMO = 7.80 eV
SMILES = N=C=C=N.N=C=O
LUMO = -0.6 eV
HOMO level = -8.41 eV


Molecular formula: C31H36BCl2IrN2O4SSb
Method: DFT, ωB97M-V/def2-TZVPD

XYZ file:
```
79
Properties=species:S:1:pos:R:3:forces:R:3:mulliken_charge:R:1
H -1.434595 -5.017962 -7.026200 0.0 0.0 0.0 0.44
N 0.080286 -0.461950 2.376158 -0.1 -0.1 -0.2 0.54
O -1.606507 -2.529009 6.488570 0.0 0.0 -0.1 -0.49
H 3.237885 3.533555 2.823656 0.0 0.0 0.0 0.41
C -1.732282 -3.414963 -1.893546 -0.1 -0.1 0.0 -1.97
C -1.558481 -2.916826 -4.290368 0.0 0.0 -0.2 0.57
C -1.880741 -3.348151 -5.724813 0.0 0.1 0.1 1.92
H 2.152089 2.763975 4.010402 0.0 0.0 0.0 0.32
Cl 2.974540 1.472118 -1.061628 0.1 0.1 -0.3 -0.19
H 3.423642 3.033186 -5.592215 0.0 0.0 0.0 0.42
O -0.650550 -1.685569 -0.444889 -0.1 -0.2 -0.1 -0.73
C 0.160026 -1.791354 2.384880 0.0 0.1 0.0 -0.73
C -1.369175 -2.342013 -6.755982 0.0 0.0 0.0 -2.04
S 0.014679 2.752089 -1.188793 -0.1 0.0 0.0 -0.35
H 5.284667 -0.211685 1.227948 0.0 0.0 0.0 0.40
C -0.642514 4.375948 2.970065 0.0 0.1 0.0 -1.14
H 3.919158 2.585142 4.170642 0.0 0.1 0.0 0.47
C 2.769529 2.981559 -4.731584 0.0 0.0 0.0 -0.42
C 2.985999 -0.524169 3.939685 -0.1 0.0 -0.1 -1.30
C -2.199015 -2.705270 5.213774 0.0 0.0 0.0 -1.28
C 2.377799 2.258499 -2.500772 -0.1 0.0 0.1 0.49
H 0.338708 3.972352 1.115006 0.0 0.0 0.0 0.56
H 2.068172 -0.361878 4.503502 0.0 0.0 0.0 0.34
Sb 3.073054 0.864412 2.342785 -0.1 0.0 -0.1 0.64
H 3.018188 -1.548888 3.575197 0.0 0.0 0.0 0.40
B 0.004758 -0.525893 -0.792240 0.1 0.0 -0.1 0.55
C -1.039404 -2.249469 -1.658950 -0.1 -0.1 0.4 0.95
O -2.355509 3.820877 6.167998 0.0 0.1 0.0 -0.50
H 1.189389 4.087992 -5.678206 0.0 0.0 0.0 0.48
O 0.037401 -0.340421 -2.160888 0.0 -0.1 -0.1 -0.58
H -2.562922 5.321550 4.735039 -0.1 0.0 0.0 0.39
H -0.522820 -1.078760 -4.791759 0.0 0.0 0.0 0.64
H -2.789647 4.348693 6.846747 0.0 0.0 0.0 0.33
H -1.626774 -2.690895 -7.756770 0.0 0.0 0.0 0.42
C -0.625203 -1.447216 -2.686046 0.2 0.4 -0.3 0.73
N -0.162386 2.212313 2.079341 0.0 0.0 -0.1 -0.51
H -1.015004 5.300428 5.581027 0.0 0.0 0.0 0.33
C -0.556741 -2.562142 3.282147 0.0 -0.1 0.0 -0.81
C -1.976795 -3.725778 -3.223430 -0.1 -0.1 0.1 -0.67
H -1.591438 -5.480805 -5.331473 0.0 0.0 0.0 0.33
C -1.810624 4.663383 5.180741 0.0 -0.1 0.0 -0.56
H -0.281836 -2.235246 -6.715504 0.0 0.0 0.0 0.39
H -3.818075 -4.236491 -5.228541 0.0 0.0 0.0 0.33
C -1.229639 3.805306 4.093197 0.0 0.0 0.1 0.19
C -1.256265 2.420767 4.182403 -0.1 0.1 0.1 -0.69
C 1.521042 3.574847 -4.786322 0.1 0.0 -0.1 -0.74
H -2.519195 -4.637085 -3.441670 0.0 0.0 0.0 0.41
C -3.401178 -3.472624 -5.887363 0.0 0.0 0.0 -1.57
Cl -0.849258 4.256234 -3.800520 0.0 0.0 0.1 -0.14
C 5.106556 0.723387 1.755270 -0.1 0.0 -0.1 -1.26
Ir 0.840842 0.904328 0.561251 0.3 0.1 0.8 2.01
H -3.640665 -3.753528 -6.914958 0.0 0.0 0.0 0.45
H -0.135052 -4.644009 -5.885405 0.0 0.0 0.0 0.38
C 3.091627 2.667207 3.466169 -0.1 0.0 0.0 -1.26
H -2.279675 -3.756191 4.932177 0.0 0.0 0.0 0.43
C -0.865099 -1.743198 -4.011208 0.1 0.1 0.0 -1.06
H -2.069580 -4.053066 -1.087081 0.0 0.0 0.0 0.47
H -3.898614 -2.525110 -5.668145 0.0 0.0 0.0 0.38
C 3.210816 2.318980 -3.577359 0.1 0.0 -0.1 -0.74
C 0.681991 3.514442 -3.689534 0.0 0.0 0.1 0.21
H 0.810447 -2.240965 1.644934 0.0 0.0 0.0 0.55
H -1.687754 1.965100 5.060251 0.0 0.0 0.0 0.59
H 5.697855 0.753726 2.670217 0.0 0.0 -0.1 0.45
C -0.729488 0.160052 3.240090 0.1 0.3 0.0 0.16
H -0.457839 -3.640459 3.264385 0.0 0.0 0.0 0.45
C 1.078432 2.836057 -2.493290 0.0 0.0 0.0 0.50
C -1.219527 -4.704667 -6.002484 0.0 0.0 0.0 -1.56
H -1.825019 -1.357047 -6.624501 0.0 0.0 0.0 0.40
H -0.587355 5.450362 2.846782 0.0 0.0 0.0 0.50
H 5.366377 1.564921 1.116019 0.0 0.0 0.0 0.38
C -1.412703 -1.936937 4.175948 0.0 0.0 0.0 0.71
H -3.207307 -2.298598 5.279343 0.0 0.0 0.0 0.38
H -2.172382 -0.038118 4.817100 0.0 0.0 0.0 0.51
H 4.193061 1.867447 -3.538087 0.0 0.0 0.0 0.47
C -1.499152 -0.547800 4.140369 -0.1 0.0 0.1 -0.71
C -0.126064 3.553447 1.997572 0.0 -0.1 0.0 -0.15
C -0.726121 1.647754 3.166827 0.0 -0.2 -0.1 0.55
H 3.851665 -0.328588 4.572022 0.0 0.0 0.0 0.50
H -0.956748 -3.221622 6.644869 0.0 0.0 0.0 0.32
```
Forces are in eV/Å.

ΔE to the lowest compared entry with this formula, charge and spin = 0.0 kJ/mol
Gap between HOMO and LUMO (alpha / beta) = 6.81 / 4.28 eV
LUMO (alpha / beta) = -5.6 / -8.5 eV
Charge = +2
Multiplicity = 6
<S²> = 8.787
HOMO level (alpha / beta) = -12.40 / -12.75 eV


Molecular formula: C22H29N5O3
Method: DFT, ωB97M-V/def2-TZVPD

XYZ file:
```
59
Properties=species:S:1:pos:R:3:forces:R:3:mulliken_charge:R:1
H -0.466345 -1.534355 -2.374411 -0.1 0.0 0.0 0.40
C 0.968054 -2.465855 -1.059378 0.0 0.3 -0.3 -1.21
H -5.238130 0.243526 -1.012640 -0.1 0.1 0.1 0.48
C -3.329152 -0.722504 -0.523331 -0.5 0.0 -0.3 0.59
C 0.049496 -3.592486 0.866365 -0.2 0.0 0.5 -1.32
C -2.196758 3.733935 1.128409 0.1 -0.1 0.2 -1.63
C -1.522089 2.633418 1.941733 0.0 0.0 -0.1 0.83
H -1.577902 -3.442805 -1.333858 0.0 0.2 0.1 0.32
H -1.282742 -1.990717 1.350589 0.0 0.0 0.1 0.08
C -2.539312 1.550693 2.348000 0.0 0.3 0.1 -1.26
H 1.823266 -1.895206 -1.418191 -0.1 -0.2 0.0 0.52
H -2.018653 0.731177 2.849380 0.0 0.0 0.0 0.41
C 4.434519 -1.664876 0.710771 -0.2 -0.1 0.0 -0.81
H 0.931957 -3.417449 -1.605144 0.0 0.1 0.0 0.47
H 6.432586 -1.011424 0.320068 0.1 0.0 0.0 0.38
C -0.332506 -1.697337 -1.304750 0.0 -0.4 -0.1 0.73
O 1.098911 1.531387 -1.614297 -0.2 -0.2 -0.1 -0.54
H 4.037400 2.580271 -1.235482 -0.2 0.0 0.0 0.23
N -3.570803 -2.416647 -1.942341 -0.1 -0.6 -0.6 -1.48
H 2.364496 4.384316 -1.511215 0.0 0.1 0.0 0.37
C 2.066261 2.258916 -1.622790 0.1 0.4 -0.2 0.75
H 1.653282 0.119035 -0.013835 -0.1 0.0 0.0 0.28
N 3.276942 1.932806 -1.080612 0.4 0.2 0.1 -0.07
H -2.101207 -3.525539 1.057864 -0.1 0.0 0.0 0.33
C 2.692989 -0.149881 0.036763 0.0 0.0 0.1 0.70
H -3.051446 4.137214 1.665389 -0.1 0.1 0.0 0.42
H 2.752364 3.673083 -3.084370 0.1 0.0 -0.1 0.42
C -4.538592 -0.548709 -1.167086 0.1 0.2 0.1 -0.86
H -2.549770 3.343446 0.176747 -0.1 0.0 -0.1 0.30
H -5.416253 -1.880856 -2.723150 -0.1 -0.1 -0.2 0.47
H -0.275573 -0.717153 -0.830939 0.0 0.1 0.0 -0.56
C -3.370980 1.007824 1.198838 0.3 0.0 0.5 0.55
O -4.496918 1.379519 0.966470 -0.2 0.1 -0.1 -0.62
N -2.735406 0.032964 0.476966 0.4 -0.3 -0.1 0.50
H 0.111279 1.220614 1.723513 0.1 -0.1 0.0 0.32
H 0.035075 -4.539671 0.315908 0.0 0.0 0.0 0.38
H -1.144512 3.070406 2.874185 -0.1 -0.1 0.0 0.45
H -1.779017 -0.181447 0.712136 -0.1 0.1 0.0 -0.44
C -1.512200 -2.511033 -0.757844 0.5 0.0 0.2 -1.02
N 1.112326 -2.757545 0.346860 -0.1 -0.2 -0.1 0.17
C 2.062350 3.638603 -2.243521 -0.2 -0.1 0.0 -1.54
H 4.731069 -2.593379 1.172803 0.0 -0.1 0.1 0.51
H -1.496631 4.542824 0.931106 0.1 0.1 -0.1 0.46
C -1.293932 -2.877012 0.715559 0.1 -0.2 -0.3 0.14
C 4.995594 0.411353 -0.358848 -0.1 0.1 0.0 -0.59
N -2.778019 -1.865850 -1.012344 -0.3 0.3 0.2 1.23
H 5.740382 1.098130 -0.736146 0.1 0.1 -0.1 0.38
C -0.329481 2.057526 1.182254 -0.2 0.2 0.2 -1.50
C 3.643552 0.728763 -0.467274 0.0 -0.4 0.1 0.41
H -3.246104 1.990823 3.053667 0.0 -0.1 -0.1 0.44
O 2.112502 -2.606202 2.359396 0.2 0.0 0.2 -0.67
H 0.267752 -3.791776 1.917109 -0.1 -0.1 -0.2 0.53
H 0.439870 2.819488 1.072713 0.1 0.0 -0.1 0.53
C 2.068400 -2.288660 1.183696 0.1 0.0 0.0 0.52
H 1.061478 3.866991 -2.597659 0.0 0.0 0.0 0.35
C 3.084601 -1.356446 0.600076 0.4 0.3 0.1 -0.18
C 5.382588 -0.776301 0.233272 0.0 0.0 0.0 -0.88
H -0.612749 1.739575 0.181240 0.0 -0.1 -0.1 0.25
C -4.628151 -1.639511 -2.038366 0.3 0.1 0.2 -0.47
```
Forces are in eV/Å.

ΔE to the lowest compared entry with this formula, charge and spin = 123.4 kJ/mol
Gap between HOMO and LUMO = 8.69 eV
SMILES = CC(=O)Nc1cccc(C(=O)N2CCC(n3nccc3NC(=O)CC(C)C)CC2)c1
LUMO = 0.4 eV
HOMO level = -8.29 eV


Molecular formula: C3H7O3
Method: DFT, ωB97M-V/def2-TZVPD

XYZ file:
```
13
Properties=species:S:1:pos:R:3:forces:R:3:mulliken_charge:R:1
C 2.658685 0.063753 1.395268 0.6 -2.3 0.2 0.03
H 0.540567 -1.064605 -0.492143 -1.4 -0.8 -0.9 0.52
H -1.692801 0.063342 0.868013 0.2 0.1 -0.4 0.23
C -0.847946 0.067318 -1.135843 1.5 0.1 -0.4 -0.26
H -1.131886 0.412348 -2.149200 -0.4 -1.0 0.0 0.25
H -2.378731 1.252762 -0.216878 -0.5 -1.0 -0.1 0.28
C -2.036884 0.187580 -0.176754 2.2 2.3 1.2 -0.88
H -2.742713 -0.592015 -0.276828 -1.1 -0.5 -0.8 0.30
O -0.304322 -1.252390 -1.060655 1.3 0.9 0.6 -0.61
H 0.087521 0.716163 -1.035560 -1.6 -0.1 1.0 0.23
O 3.830320 -0.397611 1.785068 -4.2 2.0 -1.5 -0.66
O 1.792693 -0.486787 0.568559 2.5 1.5 2.0 -0.60
H 2.225499 1.030148 1.926953 1.0 -1.2 -0.8 0.20
```
Forces are in eV/Å.

ΔE to the lowest compared entry with this formula, charge and spin = 152.5 kJ/mol
Gap between HOMO and LUMO = 8.61 eV
LUMO = 4.0 eV
Charge = -1
HOMO level = -4.63 eV


| no. | strongest force on any atom (eV Å⁻¹) |
| --- | --- |
| 1 | 3.43 |
| 2 | 4.37 |
| 3 | 0.83 |
| 4 | 0.84 |
| 5 | 4.89 |